CCl4OS | ωB97M-V/def2-TZVPD

Geometry (Å):
1 C 1.1881 0.1909 -0.2785
2 O -0.2136 -1.5144 1.1750
3 S -0.4668 -0.4030 0.3189
4 Cl 1.1226 1.5621 -1.2586
5 Cl 2.4458 0.1037 0.8511
6 Cl -2.9907 1.1715 0.6947
7 Cl -1.0855 -1.1107 -1.5026

The calculation puts the largest force on an atom at 0.0258 Eh/bohr. The value obtained for the HOMO-LUMO gap (alpha / beta) is 8.6025 / 5.6095 eV. As for the energy relative to the best compared isomer or geometry (same formula, charge and spin): 329.55 kJ/mol.

Atom charges from the natural (NBO) analysis, given in e for atoms 1 to 5: atom 1 (C): -0.374, atom 2 (O): -0.864, atom 3 (S): 1.365, atom 4 (Cl): 0.122, atom 5 (Cl): 0.132



CCl6NP | ωB97M-V/def2-TZVPD

Geometry (Å):
1 C 1.3511 0.0280 -0.1886
2 N -0.1684 0.5267 0.7321
3 P -1.5340 0.1626 0.1259
4 Cl 1.9337 -1.2808 0.6672
5 Cl 2.2587 1.5277 0.0030
6 Cl 1.0090 -0.3455 -1.8579
7 Cl -3.0158 0.0397 1.4644
8 Cl -2.2475 1.4267 -1.3542
9 Cl -1.7474 -1.5893 -0.7932

The calculation puts the largest force on an atom at 0.0935 Eh/bohr. The value obtained for the HOMO-LUMO gap is 9.6812 eV. As for the energy relative to the best compared isomer or geometry (same formula, charge and spin): 86.34 kJ/mol.

Atom charges from the natural (NBO) analysis, given in e for atoms 1 to 5: atom 1 (C): -0.052, atom 2 (N): -1.082, atom 3 (P): 1.513, atom 4 (Cl): 0.132, atom 5 (Cl): 0.074



CClF2O2S | ωB97M-V/def2-TZVPD

Geometry (Å):
1 C -0.0403 0.6572 0.6376
2 O 1.3541 -1.3730 -1.2917
3 O -1.0073 -1.4991 -1.3819
4 F 1.0776 1.0554 1.3689
5 F -1.0200 0.6607 1.6535
6 S 0.1453 -1.4705 -0.5399
7 Cl -0.5094 1.9692 -0.4465

The calculation puts the largest force on an atom at 0.0455 Eh/bohr. The net charge is -1. The value obtained for the HOMO-LUMO gap is 7.7513 eV. As for the energy relative to the best compared isomer or geometry (same formula, charge and spin): 76.97 kJ/mol.

Atom charges from the natural (NBO) analysis, given in e for atoms 1 to 5: atom 1 (C): 0.319, atom 2 (O): -0.977, atom 3 (O): -0.974, atom 4 (F): -0.396, atom 5 (F): -0.409



CClF3O2S | ωB97M-V/def2-TZVPD

Geometry (Å):
1 C -0.5000 0.2004 -0.3332
2 O -1.5426 -1.8223 0.6873
3 O 1.5821 1.6069 0.8751
4 F -1.5593 -0.2998 0.4327
5 F -0.4369 -0.6163 -1.3046
6 F -0.9186 1.3013 -0.8395
7 S 1.0973 0.2509 0.9344
8 Cl 2.2781 -0.6212 -0.4523

The calculation puts the largest force on an atom at 0.0526 Eh/bohr. The value obtained for the HOMO-LUMO gap is 10.1013 eV. As for the energy relative to the best compared isomer or geometry (same formula, charge and spin): 670.59 kJ/mol.

Atom charges from the natural (NBO) analysis, given in e for atoms 1 to 5: atom 1 (C): 0.795, atom 2 (O): -0.337, atom 3 (O): -0.859, atom 4 (F): -0.119, atom 5 (F): -0.274



- Which formula does entry 4 have?
  CClF3O2S